Entry from the OMol25 dataset: a 2-piece molecular cluster, CH2N2O4 overall at a distorted geometry (the ωB97M-V functional and the def2-TZVPD basis).

Structure (XYZ):
```
9
Properties=species:S:1:pos:R:3:forces:R:3
C -2.1029 -0.2315 0.0718 1.4 1.0 1.4
O 0.9467 0.4001 1.1343 0.4 -0.4 -1.5
H 1.7354 -1.1992 0.4113 0.5 -1.0 -0.7
N 1.3612 -0.3730 0.0128 -0.4 1.0 2.3
O 0.5735 0.9943 -1.4161 0.8 -1.5 0.4
H 0.3690 1.0462 0.7007 -0.2 0.5 -0.1
O -1.7115 0.7670 0.4878 -0.4 1.6 0.0
N 1.1661 -0.0949 -1.2147 -0.8 1.4 -0.5
O -2.3375 -1.3089 -0.1880 -1.2 -2.6 -1.3
```
Positions in Å, forces in eV/Å.

Values from the calculation:
Kohn-Sham gap (Ha): 0.3872
Charge: 0
HOMO energy (eV): -10.095
Structure (SMILES): O=C=O.O=NNO



Entry from the OMol25 dataset: C33H51BFGeN9O4SY as an isolated structure at a distorted geometry (the ωB97M-V functional and the def2-TZVPD basis).

Structure (XYZ):
```
102
Properties=species:S:1:pos:R:3:forces:R:3
H -0.8323 -3.9102 0.5879 0.0 0.0 0.1
C 3.5347 0.6596 -0.1890 -0.5 0.8 -0.5
C -1.8689 2.3300 1.6436 -0.6 0.1 0.1
H 4.6270 0.2892 -1.7473 0.3 0.2 -0.3
H 2.3709 -4.6067 -2.7959 0.2 -0.4 0.0
H -2.7847 3.9064 -1.4487 -0.3 -0.2 -0.2
N -2.1917 5.6841 3.2159 -1.7 -0.2 0.5
C -1.4849 -4.7608 0.7486 0.0 0.0 0.5
H 1.0173 -4.5817 -3.9762 0.3 0.0 0.3
C 1.8756 0.4269 3.6084 -0.6 -0.5 0.6
H -1.2521 -5.2150 1.7214 0.3 -0.1 -0.3
C 2.7416 -2.2327 -3.8304 0.1 0.3 0.5
C -2.8316 1.2936 1.3624 0.5 -0.9 -0.3
H -1.2847 -0.9653 2.8397 0.3 -0.5 0.2
H 2.3062 1.2711 1.2058 -0.1 0.6 0.0
Y -0.5915 -0.9302 0.0130 0.8 -0.8 0.5
C 0.0482 3.2124 -2.0609 0.0 -1.7 0.6
H 1.5302 1.8925 -1.0504 -0.3 0.4 -0.9
H 0.3018 -2.0250 -5.6978 -0.1 0.1 0.3
C -2.5418 2.8727 -1.6687 0.0 0.8 0.5
H 0.1265 -1.0373 5.7336 -0.9 0.4 0.2
C 0.6838 -1.8751 5.3649 0.5 0.5 0.3
C -2.9549 -4.4310 0.7998 -0.6 0.1 0.6
C -3.3360 -4.0260 2.2345 -0.7 -0.1 0.0
C -4.6362 -2.3597 -1.6958 0.0 0.0 -0.7
B -2.9224 -0.7066 -2.5665 -0.7 1.0 -0.2
C -0.2354 4.2887 2.7078 0.5 -0.4 0.2
H -4.4707 1.6690 -1.7187 1.1 0.1 -0.2
S 2.7775 -0.8344 -0.3373 0.0 0.0 0.4
H -4.4230 -3.8446 2.2977 0.3 0.0 0.0
H 1.3795 2.9981 2.2583 0.7 0.0 0.0
N -3.4734 -1.7131 -1.5694 0.2 -0.6 1.3
N -0.6331 -1.6562 -2.5662 0.5 -0.3 0.7
C -0.2020 -1.8020 -4.7638 0.6 0.4 -0.7
C 0.2561 -2.0177 -3.4728 1.8 -1.5 1.1
H -1.3027 -5.4627 -0.0400 0.3 -0.5 -0.5
C -3.4249 -3.4036 -0.1867 -0.2 0.6 -0.3
H 0.3743 4.2916 -0.1882 0.1 -0.3 0.2
H 2.1495 2.9433 -2.3910 0.1 0.1 0.1
O -3.4375 5.7078 3.3478 1.7 0.3 -0.2
H 4.2194 2.8437 -2.0530 -0.2 0.0 -0.1
C 0.3347 3.1673 2.1854 -1.1 0.5 0.0
H 1.2089 1.5344 -2.7661 -0.1 -0.6 -0.2
H -3.5109 3.6327 2.1380 0.8 -0.1 0.3
H 0.3753 4.9969 3.2125 0.4 0.6 0.2
H 3.5539 3.3322 1.6155 -0.1 0.5 0.5
C 0.2227 4.4618 -1.2480 -1.1 0.3 0.6
O -2.5645 0.1537 0.9853 -0.2 0.6 -0.2
H 0.1286 -2.7837 5.4505 -0.5 -0.6 0.1
H 1.2394 1.0707 3.0076 0.2 0.0 0.2
H 1.8806 0.7637 4.6692 0.3 -0.1 -0.8
H 2.8646 0.3363 3.1730 0.3 0.3 0.1
H 2.6177 -2.3448 -4.9089 0.0 -0.3 -0.1
H 3.1756 -2.2974 2.1720 0.1 0.1 -0.5
H -3.5240 -5.3448 0.5756 0.0 0.1 -0.1
H -3.0949 -4.8431 2.9491 0.0 0.6 -0.4
H -2.1560 -0.8664 -5.2347 -0.5 0.3 -0.5
C 1.5183 -2.7293 -3.0207 0.5 1.7 -1.4
C 3.5083 3.0222 0.5879 -0.8 -1.5 1.4
H -2.8242 -3.0937 2.4782 0.0 -0.2 0.3
C 1.3122 2.3311 -2.0535 -0.3 0.3 0.7
H 2.7540 -1.1353 -3.6603 0.6 -0.5 0.0
N -2.5644 0.6915 -1.9476 0.3 0.4 0.2
C -0.4559 2.1612 1.5424 0.6 0.1 0.3
H 3.4495 -2.3409 3.9348 -0.8 -0.5 -0.8
H -3.8323 -0.4749 -3.3591 0.4 -0.3 0.1
C -1.4009 -1.1863 -4.5662 -0.9 -0.7 0.5
H 1.0739 5.0187 -1.5986 0.2 0.5 -0.3
C -0.4647 -1.5836 2.4109 0.0 0.4 -0.4
C -1.2244 2.3938 -1.7676 0.3 -0.1 -0.5
H 5.5775 2.7189 0.6348 0.3 0.2 0.2
C 2.7036 -2.5534 3.1027 0.0 -0.2 1.2
C -2.4120 3.4919 2.1785 -1.2 0.1 -0.3
H 2.7673 3.5900 0.0785 -0.8 0.6 -0.5
F 0.5256 -2.7166 -0.1449 -0.1 0.5 -0.1
H 1.5115 -1.8901 6.0571 0.7 -0.3 0.1
H -5.4415 -4.1902 -0.7494 0.3 0.4 -0.1
H -0.7072 5.0524 -1.3063 0.5 0.2 -0.1
C 4.8399 3.1707 -0.0237 0.6 -1.1 -0.2
N -2.7393 -2.3263 -0.5774 0.4 0.0 -0.5
N -1.6642 -1.2068 -3.2429 -1.3 0.9 -1.2
C -1.6150 4.4774 2.6916 -0.1 0.1 -0.3
H 1.6893 -2.4708 -2.0100 0.1 0.5 1.0
H 0.6902 -4.4959 -2.2124 0.5 0.1 -0.6
C -4.6683 -3.4250 -0.8573 -0.1 -1.1 0.7
Ge 1.1179 -1.4212 3.5203 0.2 0.0 -0.6
H -5.2965 -2.1085 -2.4877 -0.5 0.4 -0.3
N -1.2488 1.0683 -1.9236 -0.3 0.3 0.2
C 4.8750 2.3887 -1.3132 0.8 0.0 -0.6
H 5.0410 4.2082 -0.1629 0.4 0.7 -0.2
O 0.1476 1.2039 0.9876 -0.4 -0.8 -0.7
H 3.6983 -2.7615 -3.5168 -1.1 0.9 -0.3
C -3.3672 1.7733 -1.7799 -0.1 -0.5 0.1
H -0.0819 3.5191 -3.0825 -0.1 0.3 -0.7
O -1.4554 6.5968 3.5476 -0.1 -0.1 -0.1
H -0.7257 -2.6537 2.4426 -0.1 0.3 0.1
H -3.8832 1.5334 1.5908 0.0 0.1 -0.1
H 5.8854 2.4002 -1.7357 -0.1 0.0 0.0
N 3.0922 1.6072 0.6548 0.7 -0.5 -0.4
H 2.4082 -3.6278 3.0718 0.4 0.7 0.2
N 4.5322 1.0078 -1.0485 -0.4 -0.3 0.4
C 1.3993 -4.1880 -3.0166 -1.3 -1.8 0.1
```
Positions in Å, forces in eV/Å.

Values from the calculation:
Kohn-Sham gap (Ha): 0.2332
Charge: -1
HOMO energy (eV): -4.467



Entry from the OMol25 dataset: C32H47As2AuBr2NO10SSi2 as an isolated structure at a distorted geometry (the ωB97M-V functional and the def2-TZVPD basis).

Structure (XYZ):
```
98
Properties=species:S:1:pos:R:3:forces:R:3
C 3.8136 0.3130 1.2627 -0.2 0.1 -0.4
H -1.7112 -0.0339 2.0820 0.0 0.0 0.1
S -1.4916 -2.8829 -0.2161 -0.2 0.1 0.2
C -0.7075 0.1076 2.4629 0.3 -0.1 -0.1
H 0.2336 0.4953 -6.0625 0.0 0.1 0.0
H -3.4579 -0.1145 -0.3335 0.0 0.0 0.0
H -0.9504 -4.6405 1.2701 0.0 0.0 0.1
C -0.8759 -2.1495 -3.6267 -0.1 0.1 0.0
C 1.5710 -2.3250 -1.6914 0.0 -0.1 0.0
H -4.1307 1.0268 4.7326 0.0 -0.1 0.0
O -2.6968 4.9148 -2.7340 0.0 0.0 0.0
H 1.1836 3.5121 -3.1451 -0.1 -0.1 0.0
H -3.3263 4.2952 -4.6287 0.0 0.0 0.0
C -2.1869 2.5852 1.6492 -0.1 -0.1 0.2
C -1.6866 3.8222 1.8222 0.3 0.4 -0.2
C 1.9164 0.2750 3.3084 -0.2 0.0 0.0
H -4.5581 1.1627 0.2462 0.0 0.1 0.0
H 1.0392 -2.0931 -0.7631 0.1 -0.1 0.0
H 0.2443 -3.3177 1.3285 0.0 0.0 0.0
C -2.5521 6.8352 2.3239 0.0 0.1 0.0
H 1.5779 -3.4106 -1.8357 0.0 0.1 0.0
C 0.6648 0.3817 -2.7044 -0.4 0.8 -0.2
O 0.1144 3.5088 0.2819 0.0 -0.1 0.0
H -2.5673 1.9161 -4.5708 0.0 0.0 0.0
O -4.0814 1.2849 2.4162 0.0 0.0 -0.1
H -2.4624 1.1594 -2.9876 -0.1 -0.1 0.0
H -5.9645 4.6782 0.5452 0.0 0.0 0.1
H -3.5014 -3.2019 1.0520 0.0 0.0 0.0
O -0.2285 5.5440 1.1372 -0.2 0.1 0.0
C 1.5360 0.3338 1.9492 0.1 0.0 -0.2
C -3.1736 2.0414 2.6491 -0.1 -0.1 0.0
As -2.1991 2.0293 -0.2237 -0.3 -0.5 -0.1
H -4.1197 1.0786 -1.4774 0.1 0.1 -0.1
H -7.0846 5.3489 -0.6534 0.0 0.1 0.0
H 2.2387 -2.6824 -4.7152 0.0 0.0 0.0
Br 5.1010 0.2767 -0.1101 0.1 0.0 0.0
H -3.7266 5.9704 -4.1812 0.0 0.0 0.0
H 1.6580 1.4125 -5.5411 -0.1 0.0 0.0
H -3.2270 -4.5067 -0.1576 0.0 0.0 0.0
H -4.5213 2.7265 5.0513 0.0 0.0 -0.1
Si -0.1955 1.5900 -3.8773 0.1 0.1 0.1
C 0.8069 6.0862 0.2883 0.0 0.0 0.0
C -2.0156 1.1818 -3.9794 0.1 0.0 -0.1
C -0.4260 0.0752 3.8364 0.1 0.0 0.1
H 1.7808 5.9188 0.7421 0.0 -0.1 0.0
H -1.2319 -0.0367 4.5502 0.0 0.0 0.0
H -0.3097 3.4306 -2.2105 0.0 0.1 0.0
H -1.3328 -3.1231 2.1579 0.0 0.0 -0.1
As -3.2031 5.0149 2.1153 -0.1 -0.2 0.0
H 0.6041 7.1489 0.2108 0.0 0.0 0.1
H 1.6820 0.7522 -2.5062 -0.1 -0.1 -0.1
H -2.0443 5.5423 -4.5579 0.0 0.0 0.0
C -3.7126 2.0054 4.9450 0.0 0.1 0.0
C -3.9162 6.1020 -0.5026 -0.1 -0.1 0.0
H -3.1111 1.9926 5.8475 0.0 0.0 0.0
C -3.3432 4.8404 0.1014 0.0 0.0 0.1
H 0.7749 5.6179 -0.6906 0.0 0.0 0.0
H -2.1694 0.2026 -4.4409 0.0 0.1 0.0
O -1.5392 -1.3827 -0.0188 -0.1 -0.3 -0.1
C 1.9541 -1.6307 -4.6161 0.1 0.3 -0.1
Au -0.0229 0.5948 -0.7075 1.8 0.1 1.0
C 3.2933 0.2781 3.6107 0.2 0.0 0.0
H 0.2545 2.2577 -6.2108 0.0 -0.1 0.0
C -6.0731 4.9974 -0.4892 0.1 0.0 0.0
C -3.0339 3.8078 -0.6920 0.5 0.1 -0.4
O -2.8342 2.4242 3.8847 0.1 0.1 0.0
C -0.5162 4.2644 0.9845 0.2 0.0 0.1
Si 0.7967 -1.4443 -3.1598 0.0 -0.4 0.4
C -3.7742 0.9192 -0.4580 0.0 -0.2 0.0
H -3.4064 7.4319 2.6389 0.0 0.0 0.0
C -0.8185 -3.5572 1.3003 0.1 -0.1 -0.1
H 5.2727 0.2523 2.8393 0.0 0.0 0.0
C -2.9729 5.1885 -4.1237 -0.1 0.0 0.0
H -1.0944 -1.9306 -4.6771 0.0 0.0 0.1
C 0.8744 0.1807 4.2550 -0.1 0.0 0.0
H -0.3299 4.0708 -3.8629 0.0 0.0 0.0
C 4.2173 0.2820 2.6048 0.0 0.0 0.1
C 2.4802 0.3919 0.8867 0.3 0.0 0.3
H -3.7936 -2.8994 -0.6863 0.0 -0.1 0.0
Br 3.8850 0.2222 5.4044 0.0 0.0 0.0
H 2.8696 -1.0454 -4.4872 -0.1 -0.1 0.0
C 0.5648 1.4190 -5.5797 0.1 -0.1 0.0
H 1.4800 -1.3166 -5.5483 0.1 -0.1 0.0
O -4.1132 3.1676 -2.7309 -0.1 0.0 0.1
H 2.6041 -1.9856 -1.5653 -0.1 0.0 0.0
N 0.2413 0.2671 1.5628 -1.0 0.3 -0.1
O -5.2237 6.1285 -0.7825 -0.1 -0.1 0.0
O 2.1088 0.4989 -0.3657 -0.9 -0.1 -0.5
H -5.8658 4.1641 -1.1563 0.0 0.0 -0.1
C -3.1783 -3.4342 0.0374 0.0 0.0 -0.1
H -0.8968 -3.2359 -3.5083 0.0 0.0 0.0
H -2.1327 7.2489 1.4139 0.0 -0.1 0.0
H -1.8105 6.8412 3.1213 0.0 -0.1 0.0
C -3.3527 3.9114 -2.1647 -0.1 0.0 0.0
H -1.6804 -1.7201 -3.0214 0.0 -0.1 0.0
H 1.1128 0.1650 5.3101 0.0 0.0 0.0
C 0.1089 3.3122 -3.2103 0.0 0.0 -0.1
O -3.2301 7.0661 -0.6825 0.1 0.0 0.0
```
Positions in Å, forces in eV/Å.

Values from the calculation:
Kohn-Sham gap (Ha): 0.2004
Charge: +1
HOMO energy (eV): -10.050



Entry from the OMol25 dataset: a single CH7NOSi2 molecule at a distorted geometry (the ωB97M-V functional and the def2-TZVPD basis).

Structure (XYZ):
```
12
Properties=species:S:1:pos:R:3:forces:R:3
H 2.1021 -2.5305 -1.7271 0.6 -0.2 0.6
Si 1.9252 -1.6304 -0.5638 2.3 1.8 -0.9
H 2.5103 -1.6236 0.7892 0.4 -0.8 -0.1
H 0.6364 0.4554 0.8550 -1.4 -0.7 0.0
H -1.7677 1.8746 2.0115 0.1 0.6 1.9
H -2.3875 2.1542 0.0268 -0.4 0.5 -1.3
Si -2.0122 1.0807 0.8907 1.2 -1.7 -0.8
C -0.4094 0.0742 0.6275 -0.4 6.3 2.4
O 0.3730 -1.9054 -0.2842 -3.7 -0.4 0.0
H -3.0506 0.0038 0.8978 0.1 0.5 0.2
N -0.5968 -1.0375 0.0800 1.7 -5.2 -1.8
H 2.3651 -0.2314 -0.9851 -0.5 -0.6 -0.1
```
Positions in Å, forces in eV/Å.

Values from the calculation:
Kohn-Sham gap (alpha / beta) (Ha): 0.2446 / 0.2827
Charge: 0
HOMO energy (alpha / beta) (eV): -5.834 / -10.322
2S+1: 3



Entry from the OMol25 dataset: a 10-piece molecular cluster, H20O10 overall at a distorted geometry (the ωB97M-V functional and the def2-TZVPD basis).

Structure (XYZ):
```
30
Properties=species:S:1:pos:R:3:forces:R:3
O -2.7912 0.5308 1.9221 0.1 3.2 -0.4
H -1.3296 0.0087 -0.8617 -0.3 0.2 0.9
O -1.6207 -3.3425 -0.8968 0.6 -2.6 0.9
H -1.9681 -2.4916 -0.9566 -0.7 2.4 -0.2
H 2.5024 3.6141 -0.9838 0.2 -0.3 -1.0
H 4.6491 -2.5768 -3.0254 -0.8 0.7 0.6
O -0.8008 -0.3719 -1.5369 1.8 0.2 -2.6
H 1.2098 3.2084 2.5624 0.0 -0.6 3.0
H -4.7250 -2.0819 -0.4268 1.3 0.8 2.1
O -4.1843 -1.9439 0.4252 -0.9 -1.7 -1.9
H 2.9565 0.6344 3.1456 1.1 3.2 0.1
H -1.1012 0.4831 -3.6516 2.0 -1.0 -1.1
O 1.1611 2.8476 3.5408 0.2 0.9 -3.5
H 0.1341 -0.0169 -1.3904 -2.4 -1.0 -0.5
O -0.3978 0.2288 -4.3521 -2.3 1.1 1.3
H 0.9212 1.9425 3.3142 -0.2 -0.4 0.5
O -0.1876 0.1653 0.6664 -2.3 2.7 1.6
O 2.3482 4.0320 -0.1545 -1.0 -2.0 1.3
H -4.1353 -1.0298 0.6554 -0.7 0.8 -0.4
H -2.9928 1.0789 1.1332 0.4 0.2 1.0
H 3.2727 -0.7530 3.0323 0.0 -0.7 0.0
H -0.9086 0.4554 -5.1408 0.4 -0.2 -0.3
H 3.7568 -1.3620 -2.3921 0.7 -2.2 -0.4
H -3.0611 -0.2693 1.5770 -0.3 -3.2 -0.3
O 2.5262 -0.1699 3.1694 -1.0 -2.4 -0.1
H -1.9656 -3.6717 -0.0458 0.2 0.2 -0.6
H -0.2054 1.0514 0.2453 -0.2 -0.4 0.9
O 3.9115 -2.3582 -2.4139 0.1 1.4 -0.2
H 0.6658 -0.0808 0.4774 3.3 -1.5 -0.2
H 2.6075 4.9122 -0.2258 0.7 2.3 -0.3
```
Positions in Å, forces in eV/Å.

Values from the calculation:
Kohn-Sham gap (Ha): 0.3819
Charge: 0
HOMO energy (eV): -10.709
Structure (SMILES): O.O.O.O.O.O.O.O.O.O



Entry from the OMol25 dataset: H6O3Tl as an isolated structure at a distorted geometry (the ωB97M-V functional and the def2-TZVPD basis).

Structure (XYZ):
```
10
Properties=species:S:1:pos:R:3:forces:R:3
O 6.0497 -1.6656 1.8599 -1.4 -0.2 0.2
O -4.7244 -0.8673 -0.2118 1.3 -0.3 -0.1
H 6.6381 -2.1516 1.2822 0.9 -1.0 -1.0
Tl 0.5347 -1.8320 0.8626 0.1 -0.2 0.1
H -5.1517 -0.3345 -0.8825 -0.6 0.7 -1.2
H -2.2813 2.9964 -1.7069 -1.4 0.5 0.0
O -1.3666 2.7484 -1.5729 0.4 -0.8 1.0
H -0.9153 3.0635 -2.3560 1.0 0.5 -1.2
H 6.6027 -0.9900 2.2525 0.8 1.2 0.9
H -5.3859 -0.9673 0.4728 -1.0 -0.4 1.2
```
Positions in Å, forces in eV/Å.

Values from the calculation:
Kohn-Sham gap (Ha): 0.0520
Charge: +3
HOMO energy (eV): -22.388